75
Properties=species:S:1:pos:R:3 method="wB97M-V/def2-TZVPD" e_homo_ev="-7.15 / -7.67" orbital_gap_ev="7.48 / 5.92" fmax_ev_per_a=1.349 spin_multiplicity=5
Rh -0.21 -0.69 0.22
C 1.22 -4.83 -1.04
C 0.40 -3.55 -1.04
O 0.60 -2.76 -0.10
C -0.53 -3.40 -2.10
C -1.53 -2.44 -2.23
C -2.56 -2.60 -3.32
N -1.64 -1.41 -1.39
N -2.69 -0.63 -1.55
C -2.92 0.18 -0.50
O -2.31 0.09 0.60
C -3.97 1.21 -0.67
C -4.11 2.19 0.31
C -5.04 3.20 0.16
C -5.84 3.25 -0.98
C -5.70 2.27 -1.96
C -4.78 1.26 -1.81
H 1.92 -4.82 -0.21
H 1.76 -4.93 -1.98
H 0.55 -5.68 -0.93
H -0.54 -4.19 -2.83
H -2.33 -3.45 -3.95
H -2.61 -1.70 -3.92
H -3.54 -2.74 -2.86
H -3.47 2.13 1.18
H -5.14 3.96 0.92
H -6.56 4.04 -1.10
H -6.31 2.31 -2.85
H -4.66 0.49 -2.56
C 1.83 0.87 -2.93
Si 2.68 0.22 -1.37
C 4.35 1.08 -1.17
C 3.06 -1.60 -1.73
C 1.62 0.54 0.14
Si 0.66 2.17 0.18
C -0.28 2.44 1.81
C -0.54 2.44 -1.28
C 1.89 3.61 0.06
Si 2.22 -0.08 1.80
C 3.12 1.24 2.82
C 3.33 -1.61 1.74
C 0.82 -0.73 2.97
C 0.98 -0.87 4.35
C -0.02 -1.47 5.10
C -1.17 -1.92 4.47
C -1.27 -1.76 3.10
N -0.30 -1.18 2.39
H 2.33 0.49 -3.82
H 1.84 1.96 -2.98
H 0.79 0.54 -2.96
H 4.97 0.94 -2.06
H 4.90 0.68 -0.31
H 4.24 2.16 -1.01
H 3.94 -1.66 -2.38
H 2.22 -2.08 -2.24
H 3.27 -2.18 -0.83
H -0.90 1.58 2.07
H -0.93 3.31 1.72
H 0.41 2.63 2.63
H -0.92 1.51 -1.69
H -0.05 2.98 -2.09
H -1.40 3.04 -0.96
H 2.66 3.55 0.82
H 1.37 4.57 0.18
H 2.38 3.62 -0.92
H 3.98 1.62 2.27
H 3.49 0.84 3.77
H 2.47 2.09 3.05
H 4.23 -1.42 1.16
H 2.79 -2.44 1.28
H 3.62 -1.90 2.75
H 1.89 -0.51 4.82
H 0.09 -1.58 6.17
H -1.96 -2.40 5.02
H -2.14 -2.09 2.55